[1]
Formula: C30H33Cl5N4O2PTl
Source: the Open Molecules 2025 dataset
Level of theory: ωB97M-V/def2-TZVPD

Gap between HOMO and LUMO: 0.232 Ha
Energy relative to the best compared isomer or geometry (same formula, charge and spin): 30.3 kJ/mol
LUMO energy: -6.678 eV
2S+1: 1
HOMO level: -12.980 eV
Total charge: +2

Last column: Mulliken charge in e.
CARTESIAN COORDINATES (ANGSTROEM)
Tl 0.17774 0.14259 -0.04195  2.46
N -1.32941 0.93174 -1.66668  -0.36
C -1.68785 -0.25736 -2.46934  0.47
C -2.23395 -1.34164 -1.55943  -1.08
N -1.23079 -1.78411 -0.56385  0.21
C -0.29320 -2.75521 -1.16901  -0.25
C 0.95260 -3.02383 -0.32901  -1.04
N 1.65099 -1.75773 -0.02981  -0.28
C -1.87535 -2.29019 0.66294  -0.66
C -1.11608 -1.95974 1.93847  -0.72
N -0.87517 -0.51047 2.00232  -0.47
H -2.15662 1.38545 -1.28776  0.32
H -0.83064 1.61020 -2.23743  0.11
H -0.78256 -0.58806 -2.97190  -0.70
H -2.42566 -0.02530 -3.23837  0.64
H -2.58147 -2.18587 -2.16168  0.32
H -3.10810 -0.96103 -1.02932  0.44
H 0.02895 -2.34903 -2.12680  -0.27
H -0.80637 -3.70086 -1.37069  0.68
H 1.58931 -3.70786 -0.89340  0.60
H 0.71217 -3.53045 0.60275  0.26
H 2.13823 -1.42447 -0.86197  -0.31
H 2.32149 -1.84640 0.72628  0.32
H -2.05024 -3.36792 0.60151  0.25
H -2.85896 -1.82522 0.74305  0.44
H -0.15423 -2.46048 2.00229  0.27
H -1.71136 -2.31274 2.78235  0.56
H -0.20879 -0.27686 2.73012  0.27
H -1.72638 0.00540 2.21116  0.22
Cl 1.93997 7.10113 1.96938  -0.15
C 1.86135 5.47047 1.46102  0.57
C 1.39928 4.48738 2.33396  -0.25
Cl 0.88383 4.90775 3.91115  -0.15
C 1.36793 3.16200 1.91639  0.98
Cl 0.79672 1.93664 2.99119  -0.31
C 1.77970 2.76875 0.63783  -1.38
O 1.81727 1.49737 0.22830  -0.41
C 2.19550 3.78717 -0.23388  1.01
Cl 2.65540 3.33004 -1.82853  -0.15
C 2.25697 5.11478 0.17057  -0.18
Cl 2.81099 6.31581 -0.91487  -0.15
O 1.37689 -0.14687 -2.23322  0.49
P 2.06684 -0.25384 -3.58524  0.41
C 2.11164 -1.96866 -4.12005  0.54
C 0.94021 -2.58324 -4.57415  -0.30
C 0.93649 -3.93059 -4.89318  -0.84
C 2.10330 -4.67639 -4.75962  -0.68
C 3.26962 -4.07406 -4.31228  -0.79
C 3.27788 -2.72159 -3.99511  -0.81
C 3.75127 0.32972 -3.50491  0.77
C 4.46127 0.58903 -4.67740  -0.58
C 5.78861 0.97629 -4.60568  -0.74
C 6.40764 1.10447 -3.36782  -0.63
C 5.70121 0.85499 -2.19980  -0.73
C 4.37117 0.46849 -2.26533  -0.12
C 1.19387 0.69501 -4.83215  0.84
C 1.08491 0.28470 -6.15886  -0.36
C 0.42812 1.08908 -7.08058  -0.79
C -0.11638 2.30136 -6.68412  -0.64
C -0.00168 2.72213 -5.36383  -1.17
C 0.65163 1.92245 -4.44124  -0.31
H 0.03477 -1.99950 -4.70827  0.38
H 0.03298 -4.39850 -5.26136  0.48
H 2.10407 -5.72620 -5.02111  0.45
H 4.17919 -4.65257 -4.22284  0.47
H 4.19505 -2.25287 -3.66000  0.41
H 3.97988 0.49399 -5.64390  0.41
H 6.34087 1.18128 -5.51255  0.45
H 7.44444 1.40871 -3.31541  0.42
H 6.18422 0.97079 -1.23891  0.46
H 3.80304 0.31427 -1.35567  0.09
H 1.51254 -0.65730 -6.47887  0.48
H 0.34569 0.76857 -8.11025  0.47
H -0.62378 2.92618 -7.40679  0.43
H -0.40677 3.67964 -5.06345  0.50
H 0.77470 2.25850 -3.41725  0.37


[2]
Formula: C8H12S
Source: the Open Molecules 2025 dataset
Level of theory: ωB97M-V/def2-TZVPD

<S²>: 2.02
Gap between HOMO and LUMO (spin up / spin down): 0.223 / 0.264 Ha
Energy relative to the best compared isomer or geometry (same formula, charge and spin): 12.2 kJ/mol
LUMO energy (spin up / spin down): 0.613 / -2.273 eV
2S+1: 3
HOMO level (spin up / spin down): -5.455 / -9.467 eV
Total charge: 0

Last column: Mulliken charge in e.
CARTESIAN COORDINATES (ANGSTROEM)
C 1.40414 0.12996 0.05926  0.55
C 2.87813 -0.36112 -0.05481  -0.03
C 0.18057 0.14814 0.01970  -0.59
C 2.83361 -1.69725 -0.25625  -1.04
C -1.61962 1.15583 -1.27881  -1.75
C -2.02888 -1.02415 0.10564  -1.41
C -1.58957 1.24753 1.15884  -1.40
C -1.24107 0.31551 -0.03353  1.73
S 4.62748 0.57831 0.07221  -0.15
H 3.82166 -2.19610 -0.32099  0.19
H 5.20200 -0.62006 0.31646  0.14
H 1.99807 -2.34905 -0.29038  0.36
H -2.63391 1.03824 -1.34039  0.49
H -1.22586 0.78642 -2.11537  0.50
H -1.25994 2.26067 -1.21583  0.31
H -2.23890 -1.31260 1.14020  0.32
H -2.89271 -0.88492 -0.43365  0.39
H -1.27770 -1.73357 -0.26767  0.36
H -1.43362 0.62035 2.18460  0.30
H -0.91687 2.11369 1.31536  0.38
H -2.58701 1.78417 1.23544  0.34


[3]
Formula: C9H7CeCl2HoNO3
Source: the Open Molecules 2025 dataset
Level of theory: ωB97M-V/def2-TZVPD

<S²>: 8.76
Gap between HOMO and LUMO (spin up / spin down): 0.141 / 0.148 Ha
LUMO energy (spin up / spin down): -15.965 / -15.785 eV
2S+1: 6
HOMO level (spin up / spin down): -19.811 / -19.813 eV
Total charge: +4

Last column: Mulliken charge in e.
CARTESIAN COORDINATES (ANGSTROEM)
Ce 0.50624 0.20108 -5.76761  1.81
Ho -0.56320 0.81847 -0.91989  1.68
Cl -0.81351 1.96925 -4.31966  -0.34
Cl 1.53111 0.26488 -2.11907  -0.37
C -0.38572 -0.59329 0.97063  0.13
C -0.03784 1.27438 -7.94477  0.19
C 0.58829 -1.22085 -7.85255  0.17
O -0.50917 -1.16957 1.98186  0.05
O -0.26523 1.42104 -9.07197  0.10
O 0.44841 -1.50332 -8.95530  0.09
N 0.14143 2.35754 0.72511  -0.47
C 0.10262 1.84014 2.20388  0.39
C -1.08648 1.51152 2.82128  -0.18
C -1.03359 1.11125 4.17644  -0.58
C 0.20240 0.86161 4.81687  -0.40
C 1.38276 0.99654 4.04856  -0.63
C 1.32741 1.45814 2.72056  -0.30
H 0.07020 3.38276 0.71296  0.32
H 1.12739 2.21843 0.49314  0.36
H -1.97049 1.41143 2.17536  0.40
H -1.96120 1.05652 4.75610  0.43
H 0.25286 0.70705 5.91971  0.45
H 2.37098 0.81256 4.48830  0.43
H 2.15173 1.39514 1.99767  0.27


[4]
Formula: C4H7NO
Source: the Open Molecules 2025 dataset
Level of theory: ωB97M-V/def2-TZVPD

Gap between HOMO and LUMO: 0.374 Ha
Energy relative to the best compared isomer or geometry (same formula, charge and spin): 190.0 kJ/mol
LUMO energy: 0.961 eV
2S+1: 1
HOMO level: -9.215 eV
Total charge: 0
SMILES: CN1CC(=O)C1

Last column: Mulliken charge in e.
CARTESIAN COORDINATES (ANGSTROEM)
C -1.61006 -0.17878 -0.16061  -0.98
N -0.25404 0.04081 -0.61273  -0.13
C 0.47349 1.13654 0.05609  -0.42
C 1.60602 0.15238 0.34063  0.43
O 2.70672 0.23114 0.80692  -0.53
C 0.73757 -0.97619 -0.21140  -0.41
H -2.02499 -1.06852 -0.64426  0.32
H -1.67949 -0.31689 0.93633  0.40
H -2.23393 0.67724 -0.43658  0.32
H 0.72068 1.98959 -0.58562  0.25
H -0.00172 1.50395 0.98018  0.25
H 0.39651 -1.66779 0.57580  0.26
H 1.16683 -1.55445 -1.03735  0.25


[5]
Formula: C7H12N2
Source: the Open Molecules 2025 dataset
Level of theory: ωB97M-V/def2-TZVPD

Gap between HOMO and LUMO: 0.330 Ha
Energy relative to the best compared isomer or geometry (same formula, charge and spin): 162.4 kJ/mol
LUMO energy: 1.030 eV
2S+1: 1
HOMO level: -7.943 eV
Total charge: 0
SMILES: CN1C[C@H]2NC[C@@H]3[C@H]2[C@@H]31

Last column: Mulliken charge in e.
CARTESIAN COORDINATES (ANGSTROEM)
C 2.33728 -0.44048 -0.26622  -0.83
N 0.95893 -0.93960 -0.56012  -0.10
C 0.18687 -1.39926 0.61840  -0.98
C -1.14195 -0.63863 0.59664  0.25
N -1.02413 0.51435 1.45322  -0.55
C -0.27033 1.56136 0.76258  -0.89
C -0.38838 1.25966 -0.72392  0.05
C -1.24759 0.00120 -0.82743  -0.49
C 0.13034 -0.07642 -1.34255  -0.71
H 2.43276 0.25825 0.62320  0.24
H 2.70160 0.18297 -1.13487  0.31
H 3.09047 -1.29011 -0.18026  0.31
H 0.08353 -2.46390 0.43771  0.41
H 0.60665 -1.23061 1.61839  0.35
H -1.92408 -1.34829 0.90421  0.52
H -1.89932 0.94974 1.61584  0.28
H 0.78499 1.68192 1.06621  0.13
H -0.62053 2.52532 1.05057  0.44
H -0.58312 2.10717 -1.38891  0.41
H -2.17987 0.03235 -1.37990  0.40
H 0.32583 -0.03270 -2.38888  0.47


[6]
Formula: CH3NS2
Source: the Open Molecules 2025 dataset
Level of theory: ωB97M-V/def2-TZVPD

Gap between HOMO and LUMO: 0.379 Ha
Energy relative to the best compared isomer or geometry (same formula, charge and spin): 58.5 kJ/mol
LUMO energy: 0.633 eV
2S+1: 1
HOMO level: -9.671 eV
Total charge: 0
SMILES: N=C=S.S

Last column: Mulliken charge in e.
CARTESIAN COORDINATES (ANGSTROEM)
N 2.52576 0.71437 -0.36029  -0.35
C 1.72033 -0.08293 0.06014  0.42
S 0.93669 -1.32349 0.55233  -0.32
H 2.56367 1.53381 -0.84834  0.26
S -3.16716 -0.20835 0.41299  -0.27
H -2.55351 -1.18899 -0.20258  0.13
H -2.02579 0.55557 0.38574  0.13


The following max |F| values (in eV/Å) correspond, in order, to the records above: 0.89 9.78 8.20 0.59 1.87 3.76.
The following calculated total energy values (in eV) correspond, in order, to the records above: -118283.6934 -19317.6344 -80806.3797 -7797.6754 -10431.7942 -24245.5088.